Entry 1:
The following is a DFT calculation (the ωB97M-V functional and the def2-TZVPD basis) of a structure of composition C29H36IrN12P.

Cartesian coordinates (Å):
Ir 0.04 -0.20 -0.07
P -0.01 2.77 -2.07
N -1.05 -0.61 1.55
N -1.98 -0.76 3.80
N -1.59 0.77 -1.01
N -2.74 -0.29 5.87
N 0.56 4.08 0.34
N 1.60 0.65 -1.35
N 2.06 1.38 -3.37
N 1.35 -1.82 0.43
N -0.07 -1.43 -1.69
N -2.12 1.47 4.52
N 0.25 1.92 0.62
N -2.52 1.72 -2.75
C -0.01 -2.25 -3.78
C 1.66 -2.54 -0.61
C 2.99 0.41 -3.07
C 2.83 -3.17 4.15
C 0.26 2.90 -0.27
C 0.95 -2.33 -1.78
C 0.70 5.39 -0.30
C -2.84 0.23 -1.17
C 1.59 -3.56 2.11
C 1.24 1.49 -2.31
C -3.43 0.81 -2.26
C 2.48 -1.35 2.59
C 4.21 0.37 1.92
C 1.83 -2.23 1.72
C 2.74 0.10 2.28
C 0.65 -4.49 1.36
C 2.71 -0.03 -1.82
C 2.11 -4.01 3.32
C 0.73 3.82 1.67
C -1.42 1.66 -1.98
C -0.65 -1.36 -2.91
C -2.70 2.51 -3.97
C 1.00 -2.88 -3.06
C -1.48 -0.58 2.63
C 2.99 -1.84 3.79
C 0.53 2.48 1.84
C -0.81 -4.10 1.64
C 1.98 2.14 -4.62
C -2.28 0.15 4.70
H 0.83 -5.51 1.70
H 2.46 -3.27 -0.56
H -1.49 -4.79 1.13
H 1.56 5.39 -0.97
H -3.70 2.35 -4.35
H 3.77 0.12 -3.76
H 2.13 0.43 1.45
H -2.57 3.57 -3.76
H 1.93 -5.03 3.62
H -2.37 2.14 5.23
H -1.01 -4.15 2.71
H 4.54 -0.30 1.12
H 0.86 6.13 0.48
H -4.40 0.68 -2.69
H -0.19 5.64 -0.85
H 0.98 4.60 2.38
H 0.81 -4.48 0.29
H -0.29 -2.42 -4.81
H -2.87 -1.28 6.01
H 3.25 -0.73 -1.21
H -1.98 2.21 -4.73
H 1.03 1.96 -5.10
H 1.70 -3.62 -3.41
H -3.23 -0.52 -0.51
H 3.52 -1.16 4.45
H -1.49 -0.72 -3.13
H 2.78 1.81 -5.27
H -3.07 0.34 6.59
H 0.59 1.89 2.74
H 3.25 -3.53 5.07
H 2.10 3.20 -4.42
H 4.36 1.40 1.60
H -1.87 1.82 3.61
H 4.86 0.19 2.78
H -1.01 -3.09 1.30
H 2.47 0.69 3.16

Results
net charge	+2
spin multiplicity	1
energy relative to the best compared isomer or geometry (same formula, charge and spin)	56.6	kcal per mole
largest force on an atom	2.52	eV Å⁻¹
HOMO level	-12.446	eV
LUMO level	-5.11	eV

=====

Entry 2:
The following is a DFT calculation (the ωB97M-V functional and the def2-TZVPD basis) of a structure of composition C6H16N4O3S.

Cartesian coordinates (Å):
S 2.41 0.02 0.10
O 3.34 -0.57 -0.82
O 2.30 -0.44 1.45
O -0.55 -2.91 -1.21
N 0.13 -1.37 0.32
N 0.01 1.41 0.58
N 0.04 -0.23 -1.67
N 2.74 1.59 0.28
C -1.16 1.90 -0.10
C 0.55 -0.21 -0.41
C -0.28 1.18 2.02
C -0.82 -3.41 1.06
C 0.56 0.70 -2.71
C -0.36 -2.53 -0.08
H -0.16 1.43 -3.10
H -0.32 2.18 2.62
H 3.19 1.91 -0.62
H -0.95 -4.40 0.72
H 2.05 2.28 0.74
H -1.47 2.68 0.51
H -0.38 -1.08 -2.06
H -1.22 0.75 2.14
H 0.46 0.62 2.55
H -0.19 -3.47 1.91
H 0.77 0.03 -3.56
H 0.68 -1.34 1.27
H 1.49 1.09 -2.17
H -2.10 1.30 -0.24
H -1.91 -2.96 1.35
H -0.72 2.35 -1.00

Results
spin multiplicity	1
energy relative to the best compared isomer or geometry (same formula, charge and spin)	60.0	kcal per mole
largest force on an atom	5.39	eV Å⁻¹
HOMO level	-8.224	eV
LUMO level	0.59	eV